[1]
The following is a quantum chemistry calculation of a structure of composition C20H39B2I2N2O12S in a non-equilibrium geometry, from OMol25.

Positions of all 78 atoms, in Å:
C: -5.595 1.295 2.218
O: -4.671 0.459 1.435
B: -3.647 0.025 2.280
O: -4.050 -0.733 3.410
N: -2.201 0.276 2.008
C: -1.772 1.464 1.379
C: -2.557 2.691 0.854
B: -2.808 3.724 2.072
O: -1.705 4.191 2.825
O: -4.103 4.154 2.414
C: -0.346 1.305 1.260
C: 0.524 2.392 0.580
C: 2.002 2.488 1.091
O: 2.340 2.793 2.191
O: 2.996 2.227 0.122
N: -0.024 0.059 1.811
C: 1.326 -0.531 1.888
C: 1.804 -0.486 3.400
C: 3.335 -0.199 3.575
C: 4.213 -1.390 3.005
S: 4.922 -1.035 1.344
O: 6.205 -1.712 1.225
O: 5.156 0.396 1.211
O: 3.922 -1.635 0.171
C: -1.155 -0.579 2.280
C: -1.139 -1.974 2.937
I: -1.462 -1.843 5.106
C: -2.131 -2.991 2.238
C: -1.721 -3.227 0.723
I: -2.029 -4.971 3.174
H: -6.323 0.662 2.776
H: -6.100 2.033 1.547
H: -4.959 1.838 2.974
H: -4.054 -0.137 4.181
H: -3.488 2.337 0.349
H: -1.970 3.246 0.069
H: -1.542 5.130 2.624
H: -4.507 4.545 1.616
H: 0.039 3.375 0.838
H: 0.480 2.329 -0.540
H: 3.222 1.277 0.206
H: 1.213 -1.616 1.608
H: 2.054 -0.103 1.165
H: 1.190 0.216 4.030
H: 1.601 -1.508 3.836
H: 3.606 0.801 3.150
H: 3.572 -0.142 4.674
H: 3.563 -2.300 2.940
H: 5.052 -1.660 3.698
H: 3.363 -2.345 0.547
H: -0.124 -2.444 2.846
H: -3.201 -2.693 2.317
H: -1.847 -2.280 0.122
H: -2.318 -4.043 0.251
H: -0.632 -3.501 0.713
C: 2.275 -0.130 -2.018
O: 1.438 0.119 -3.125
C: 2.036 1.011 -4.062
C: 1.366 0.886 -5.419
O: 1.818 -0.237 -6.169
C: 1.360 -1.514 -5.731
C: -0.103 -1.769 -6.053
O: -0.942 -1.127 -5.099
C: -2.255 -0.941 -5.588
H: 2.489 0.799 -1.482
H: 1.756 -0.818 -1.347
H: 3.208 -0.603 -2.341
H: 3.106 0.795 -4.161
H: 1.905 2.032 -3.681
H: 1.648 1.759 -6.013
H: 0.278 0.894 -5.339
H: 1.577 -1.668 -4.672
H: 1.958 -2.239 -6.288
H: -0.306 -2.846 -6.003
H: -0.323 -1.405 -7.062
H: -2.246 -0.302 -6.477
H: -2.838 -0.444 -4.813
H: -2.721 -1.904 -5.822

The charge is +1. For the highest occupied orbital energy, the calculation gives -11.06 eV. The frontier orbital gap is 7.1 eV.

[2]
The following is a quantum chemistry calculation of the molecule C36H56O6, from OMol25.

Positions of all 98 atoms, in Å:
C: -5.436 -3.935 1.508
C: -5.419 -3.258 0.370
C: -5.075 -3.928 -0.928
H: -5.171 -5.007 -0.837
H: -5.723 -3.586 -1.732
H: -4.044 -3.706 -1.204
C: -5.790 -1.799 0.334
H: -5.824 -1.433 1.361
C: -4.854 -0.901 -0.494
C: -3.577 -0.368 0.151
C: -2.689 -1.467 0.722
C: -1.522 -0.842 1.480
H: -0.907 -1.642 1.891
H: -1.916 -0.266 2.316
C: -0.688 0.036 0.541
H: -0.424 -0.609 -0.301
C: -1.562 1.179 -0.059
C: -2.071 2.154 1.014
H: -2.542 3.015 0.547
H: -1.250 2.528 1.609
H: -2.787 1.700 1.690
C: -0.691 1.996 -1.030
C: 0.634 2.439 -0.418
H: 0.463 3.105 0.426
H: 1.177 3.006 -1.173
C: 1.442 1.211 -0.002
H: 1.420 0.530 -0.865
C: 2.950 1.499 0.210
C: 3.270 2.514 1.308
H: 3.030 2.142 2.296
H: 2.721 3.436 1.138
H: 4.333 2.740 1.286
C: 3.562 2.033 -1.097
H: 4.647 1.987 -1.033
H: 3.287 3.069 -1.269
H: 3.244 1.439 -1.952
C: 3.629 0.145 0.493
C: 2.985 -0.626 1.637
C: 1.503 -0.864 1.371
H: 1.091 -1.396 2.228
H: 1.415 -1.513 0.498
C: 0.708 0.439 1.126
C: 0.606 1.184 2.464
H: 0.648 2.261 2.346
H: -0.317 0.927 2.973
H: 1.417 0.899 3.128
H: 3.143 -0.081 2.569
H: 3.492 -1.589 1.734
H: 3.582 -0.474 -0.414
O: 5.017 0.371 0.789
C: 5.886 -0.559 0.413
O: 5.596 -1.580 -0.157
C: 7.301 -0.167 0.784
H: 7.306 0.850 1.176
H: 7.646 -0.855 1.558
C: 8.222 -0.278 -0.442
C: 8.131 -1.694 -1.007
O: 7.982 -1.966 -2.166
O: 8.321 -2.626 -0.066
H: 8.214 -3.507 -0.456
C: 7.802 0.722 -1.518
H: 7.870 1.738 -1.136
H: 8.444 0.626 -2.389
H: 6.780 0.528 -1.835
C: 9.677 -0.037 -0.026
H: 10.333 -0.120 -0.889
H: 9.988 -0.765 0.719
H: 9.782 0.962 0.394
H: -0.456 1.401 -1.912
H: -1.241 2.878 -1.360
C: -2.782 0.531 -0.837
C: -2.295 -0.268 -2.062
H: -3.043 -0.982 -2.390
H: -2.106 0.403 -2.897
H: -1.386 -0.828 -1.871
C: -3.741 1.617 -1.377
H: -4.068 2.265 -0.564
H: -3.218 2.237 -2.106
C: -5.010 1.056 -2.029
C: -5.759 0.235 -0.982
C: -6.276 1.214 0.061
O: -6.896 2.206 -0.229
O: -6.046 0.902 1.342
H: -6.453 1.570 1.917
C: -6.994 -0.553 -1.447
H: -7.869 0.082 -1.581
H: -6.774 -1.036 -2.400
C: -7.182 -1.591 -0.331
H: -7.578 -2.528 -0.722
H: -7.892 -1.224 0.409
H: -4.773 0.437 -2.894
H: -5.636 1.885 -2.365
H: -3.271 -2.092 1.400
H: -2.312 -2.109 -0.075
H: -3.892 0.252 0.992
H: -4.588 -1.470 -1.387
H: -5.673 -3.466 2.448
H: -5.208 -4.987 1.550

The charge is 0. For the highest occupied orbital energy, the calculation gives -9.08 eV. The frontier orbital gap is 9.6 eV. Its energy above the lowest of the compared OMol25 structures with the same formula, charge and spin is 0.0 kcal/mol.

[3]
The following is a quantum chemistry calculation of a structure of composition C32H34F6NO3PPbSi in a non-equilibrium geometry, from OMol25.

Positions of all 79 atoms, in Å:
Pb: 0.015 -0.416 -0.015
O: 3.037 1.044 2.668
C: 1.938 0.657 2.319
O: 1.709 -0.343 1.546
C: 0.693 1.406 2.841
P: -0.450 1.867 1.505
C: 0.275 3.321 0.688
C: 1.654 3.517 0.674
C: 2.204 4.535 -0.094
C: 1.391 5.361 -0.854
C: 0.015 5.176 -0.837
C: -0.538 4.164 -0.072
C: -1.942 2.488 2.324
C: -1.970 3.752 2.912
C: -3.101 4.174 3.588
C: -4.209 3.341 3.681
C: -4.186 2.086 3.093
C: -3.056 1.658 2.411
H: 0.986 2.280 3.427
H: 0.124 0.714 3.463
H: 2.306 2.895 1.274
H: 3.275 4.687 -0.089
H: 1.824 6.153 -1.448
H: -0.628 5.826 -1.415
H: -1.614 4.039 -0.052
H: -1.107 4.403 2.845
H: -3.118 5.153 4.046
H: -5.089 3.673 4.212
H: -5.048 1.437 3.161
H: -3.021 0.680 1.948
C: -3.532 -2.211 2.816
Si: -1.662 -2.030 2.739
C: -0.955 -3.740 2.456
C: -1.059 -1.462 4.425
O: -1.285 -0.911 1.609
H: -3.807 -2.997 3.519
H: -3.932 -2.482 1.839
H: -4.023 -1.294 3.141
H: -1.327 -4.404 3.236
H: 0.133 -3.743 2.507
H: -1.253 -4.155 1.496
H: -1.271 -2.223 5.176
H: -1.542 -0.538 4.746
H: 0.019 -1.297 4.418
F: 6.705 -0.507 0.905
C: 5.527 -0.384 0.270
C: 5.010 0.881 0.065
C: 3.796 0.992 -0.582
C: 3.100 -0.140 -1.019
C: 1.810 -0.001 -1.656
C: 3.669 -1.401 -0.803
C: 4.882 -1.530 -0.158
H: 5.545 1.743 0.435
H: 3.360 1.969 -0.742
H: 1.436 -0.811 -2.267
H: 1.508 0.989 -1.965
H: 3.141 -2.285 -1.133
H: 5.329 -2.495 0.030
N: -1.411 1.337 -1.761
C: -2.220 0.740 -2.766
C: -3.419 0.139 -2.405
C: -4.181 -0.506 -3.364
C: -3.753 -0.561 -4.682
C: -2.556 0.041 -5.036
C: -1.791 0.695 -4.084
H: -0.729 1.981 -2.147
H: -1.972 1.841 -1.083
H: -3.741 0.160 -1.371
H: -5.109 -0.978 -3.075
H: -4.346 -1.072 -5.426
H: -2.212 0.003 -6.060
H: -0.852 1.159 -4.361
F: -1.957 -2.840 -0.769
C: -0.766 -2.361 -1.228
F: -0.954 -1.955 -2.530
C: 0.230 -3.529 -1.278
F: -0.328 -4.692 -1.642
F: 0.813 -3.710 -0.083
F: 1.214 -3.261 -2.156

The charge is 0. For the highest occupied orbital energy, the calculation gives -7.69 eV. The frontier orbital gap is 6.3 eV. Its energy above the lowest of the compared OMol25 structures with the same formula, charge and spin is 21.5 kcal/mol.

[4]
The following is a quantum chemistry calculation of the molecule C5H5Cl2F in a non-equilibrium geometry, from OMol25.

Positions of all 13 atoms, in Å:
C: -1.110 -0.490 -0.261
C: -0.156 -0.565 0.927
C: 1.225 -0.061 0.272
C: 0.690 0.941 -0.669
C: -0.634 0.727 -0.871
H: -0.844 -1.271 -0.977
H: -0.151 -1.611 1.343
H: -0.274 0.321 1.789
H: 1.345 1.713 -1.096
H: -1.365 1.417 -1.493
F: 1.898 0.706 1.188
Cl: -2.833 -0.572 0.214
Cl: 2.210 -1.254 -0.368

The charge is 0. For the highest occupied orbital energy, the calculation gives -10.13 eV. The frontier orbital gap is 10.9 eV. The SMILES is F[C@]1(Cl)C=C[C@H](Cl)C1. Its energy above the lowest of the compared OMol25 structures with the same formula, charge and spin is 23.5 kcal/mol.

[5]
The following is a quantum chemistry calculation of a structure of composition C3H7NO, from OMol25.

Positions of all 12 atoms, in Å:
C: -1.412 0.743 0.892
C: -0.236 -1.122 0.339
N: 0.795 -0.643 -0.433
C: 1.887 -0.008 0.139
O: 2.000 0.209 1.320
H: -2.447 0.525 1.165
H: -1.351 1.232 -0.080
H: -0.927 1.358 1.656
H: -1.021 -1.573 -0.272
H: -0.683 -0.362 1.182
H: 0.761 -0.646 -1.447
H: 2.631 0.314 -0.613

The charge is 0. For the highest occupied orbital energy, the calculation gives -7.96 eV. The frontier orbital gap is 8.5 eV. Its energy above the lowest of the compared OMol25 structures with the same formula, charge and spin is 100.8 kcal/mol.

[6]
The following is a quantum chemistry calculation of a cluster of 14 separate species, C6H37N2O13 in total in a non-equilibrium geometry, from OMol25.

Positions of all 58 atoms, in Å:
C: -1.417 3.753 -0.445
C: -1.539 2.323 -0.969
N: -0.655 1.407 -0.261
C: -0.927 0.683 0.873
C: 0.047 -0.266 1.201
N: 1.001 -0.171 0.193
C: 0.523 0.793 -0.749
C: 2.199 -0.897 -0.012
H: -1.409 3.908 0.634
H: -2.342 4.252 -0.734
H: -0.629 4.363 -0.887
H: -1.252 2.211 -2.015
H: -2.531 1.873 -0.950
H: -1.840 0.905 1.405
H: 0.156 -0.941 2.038
H: 0.994 1.087 -1.675
H: 2.463 -1.037 -1.060
H: 2.004 -1.909 0.343
H: 3.038 -0.383 0.457
O: -2.166 0.064 3.830
H: -2.063 -0.215 4.739
H: -2.233 -0.752 3.334
O: 2.235 4.076 -2.374
H: 2.218 4.516 -1.524
H: 3.166 3.967 -2.570
O: 4.152 -2.503 3.166
H: 4.787 -1.863 3.489
H: 4.183 -2.412 2.214
O: -3.002 4.155 -3.697
H: -2.700 4.937 -3.235
H: -3.277 4.476 -4.556
O: 1.022 -4.081 1.368
H: 0.947 -4.314 2.293
H: 1.630 -4.726 1.006
O: 2.100 -0.168 3.570
H: 2.251 0.680 3.986
H: 2.977 -0.506 3.389
O: 3.392 -3.155 -3.195
H: 3.321 -2.232 -3.437
H: 2.578 -3.344 -2.727
O: 2.026 -0.498 -3.874
H: 2.122 0.332 -4.342
H: 1.701 -1.109 -4.535
O: 0.608 -1.737 5.196
H: 0.858 -0.971 4.679
H: -0.049 -1.407 5.810
O: -3.724 0.094 -2.188
H: -4.564 0.553 -2.209
H: -3.954 -0.818 -2.008
O: -2.286 1.373 -4.195
H: -2.847 1.065 -3.483
H: -2.485 2.306 -4.271
O: -1.143 -3.186 -0.136
H: -0.337 -3.414 0.329
H: -1.760 -2.948 0.556
O: -2.311 -2.522 2.482
H: -2.056 -3.321 2.942
H: -3.200 -2.341 2.788

The charge is +1. For the highest occupied orbital energy, the calculation gives -12.29 eV. The frontier orbital gap is 10.0 eV. Its energy above the lowest of the compared OMol25 structures with the same formula, charge and spin is 79.1 kcal/mol.

[7]
The following is a quantum chemistry calculation of a structure of composition C30H61IrN2O5SSbSi7, from OMol25.

Positions of all 108 atoms, in Å:
Ir: -0.181 0.602 0.026
O: -1.135 1.131 7.124
C: -1.711 0.306 6.382
O: -2.564 -0.560 6.649
C: -1.294 0.382 4.894
C: -0.653 1.510 4.398
C: -0.308 1.570 3.059
N: -0.531 0.557 2.219
C: -1.097 -0.551 2.695
C: -1.520 -0.666 4.008
C: -1.164 -1.702 1.712
O: -1.589 -2.792 2.077
O: -0.695 -1.445 0.540
H: -0.432 2.326 5.074
H: 0.162 2.447 2.629
H: -2.008 -1.572 4.339
O: 2.295 1.257 0.840
N: 2.423 2.539 0.910
C: 3.350 3.084 1.727
C: 3.436 4.445 1.905
C: 2.553 5.270 1.213
C: 1.661 4.703 0.334
C: 1.607 3.314 0.135
S: 0.597 2.555 -1.038
H: 3.994 2.363 2.207
H: 4.185 4.842 2.575
H: 2.568 6.342 1.363
H: 0.969 5.308 -0.236
C: 0.935 -3.598 -2.948
Si: 1.671 -3.773 -1.225
C: 3.187 -4.860 -1.511
C: 0.519 -4.763 -0.135
Sb: 1.984 -1.353 -0.440
Si: 4.190 -0.726 -1.594
C: 3.572 -0.028 -3.230
C: 5.479 -2.019 -2.085
C: 5.166 0.652 -0.775
Si: 2.943 -1.994 1.851
C: 4.248 -3.343 1.583
C: 1.716 -2.756 3.039
C: 3.843 -0.612 2.739
H: 0.521 -4.551 -3.295
H: 1.709 -3.284 -3.656
H: 0.138 -2.853 -2.971
H: 2.859 -5.760 -2.044
H: 3.661 -5.171 -0.578
H: 3.944 -4.363 -2.119
H: -0.027 -5.489 -0.745
H: -0.217 -4.134 0.376
H: 1.082 -5.308 0.628
H: 3.001 -0.781 -3.781
H: 4.397 0.312 -3.866
H: 2.901 0.817 -3.046
H: 5.085 -2.691 -2.851
H: 5.813 -2.635 -1.247
H: 6.354 -1.508 -2.500
H: 4.508 1.477 -0.493
H: 5.916 1.029 -1.478
H: 5.681 0.313 0.128
H: 3.763 -4.322 1.528
H: 4.949 -3.363 2.425
H: 4.818 -3.204 0.663
H: 0.940 -3.333 2.528
H: 1.205 -2.002 3.643
H: 2.253 -3.429 3.715
H: 4.593 -0.150 2.092
H: 4.343 -1.021 3.624
H: 3.142 0.162 3.055
C: -2.499 -2.090 -2.432
Si: -2.674 -0.252 -2.819
C: -1.398 0.160 -4.147
C: -4.355 -0.042 -3.658
Si: -2.298 0.988 -0.888
Si: -2.887 3.214 -1.447
C: -4.691 3.658 -1.817
C: -2.005 3.838 -3.002
C: -2.408 4.320 0.004
Si: -4.138 0.394 0.483
C: -4.377 -1.465 0.654
C: -5.814 0.979 -0.182
C: -3.992 1.195 2.190
H: -2.164 -2.667 -3.300
H: -3.451 -2.507 -2.091
H: -1.781 -2.235 -1.618
H: -1.479 -0.511 -5.008
H: -0.386 0.077 -3.737
H: -1.520 1.189 -4.499
H: -4.379 -0.595 -4.602
H: -4.570 1.009 -3.873
H: -5.161 -0.419 -3.022
H: -5.214 2.873 -2.369
H: -4.717 4.571 -2.422
H: -5.254 3.840 -0.901
H: -2.423 3.359 -3.894
H: -0.941 3.612 -2.970
H: -2.120 4.923 -3.113
H: -2.979 4.039 0.895
H: -2.584 5.383 -0.198
H: -1.350 4.180 0.240
H: -4.833 -1.870 -0.256
H: -5.038 -1.688 1.498
H: -3.447 -2.008 0.819
H: -5.950 0.741 -1.239
H: -5.931 2.056 -0.069
H: -6.616 0.492 0.384
H: -2.992 1.599 2.360
H: -4.189 0.481 2.994
H: -4.701 2.023 2.287

The charge is -2. Its expectation value of S² is 0.755. For the highest occupied orbital energy (spin up / spin down), the calculation gives -1.93 / -1.97 eV. The frontier orbital gap (spin up / spin down) is 5.9 / 5.9 eV. As for the spin multiplicity: 2. Its energy above the lowest of the compared OMol25 structures with the same formula, charge and spin is 12.1 kcal/mol.

[8]
The following is a quantum chemistry calculation of the molecule C8H14N2O2S2 in a non-equilibrium geometry, from OMol25.

Positions of all 28 atoms, in Å:
C: 0.840 -0.527 1.939
C: 0.296 1.553 0.466
C: -0.234 0.287 1.205
C: 0.512 2.152 -2.120
C: -1.057 -0.654 0.247
C: -0.665 -1.909 -0.023
C: 2.937 -1.751 1.635
C: -3.802 -1.174 0.202
N: -0.412 2.858 -1.772
N: 1.838 -0.917 1.074
O: 0.911 -0.717 3.153
O: -1.055 3.442 -2.870
S: 1.424 1.333 -0.884
S: -2.573 0.091 -0.277
H: -0.543 2.133 0.113
H: 0.768 2.125 1.248
H: -0.852 0.653 2.062
H: 0.981 1.891 -3.064
H: -1.893 3.696 -2.441
H: -1.227 -2.535 -0.693
H: 0.271 -2.362 0.425
H: 3.768 -1.335 1.238
H: 2.779 -1.683 2.687
H: 2.961 -2.807 1.429
H: -4.768 -0.889 -0.119
H: -3.852 -1.295 1.252
H: -3.428 -2.056 -0.218
H: 1.827 -0.826 0.026

The charge is 0. For the highest occupied orbital energy, the calculation gives -8.66 eV. The frontier orbital gap is 9.2 eV. The SMILES is C=C(SC)[C@H](CS/C=N/O)C(=O)NC. Its energy above the lowest of the compared OMol25 structures with the same formula, charge and spin is 95.4 kcal/mol.

Number 1: E_tot -2840.989292 Ha. Number 2: E_tot -1856.920079 Ha. Number 3: E_tot -2943.214463 Ha. Number 4: E_tot -1213.724177 Ha. Number 5: E_tot -248.365803 Ha. Number 6: E_tot -1338.206719 Ha. Number 7: E_tot -4434.942597 Ha. Number 8: E_tot -1369.482292 Ha.